Record 1
{
  "formula": "C6H7Br",
  "method": "ωB97M-V/def2-TZVPD",
  "elements": ["Br", "C", "C", "C", "C", "C", "C", "H", "H", "H", "H", "H", "H", "H"],
  "xyz": [[-0.51, 0.73, 2.74], [0.13, -0.66, -1.69], [-1.27, -1.44, 0.19], [-1.94, -2.26, 0.77], [1.26, 1.81, 0.67], [-0.03, 1.20, 1.04], [-0.31, -0.70, -0.33], [2.23, 1.50, 1.15], [-2.85, -2.52, 1.21], [1.05, -0.06, -1.75], [1.40, 1.69, -0.46], [0.42, -1.64, -1.95], [-0.68, -0.52, -2.48], [1.10, 2.86, 0.90]],
  "mulliken_charge": [-0.03, -0.88, -0.39, -0.20, -0.69, -0.04, 0.21, 0.28, 0.36, 0.30, 0.20, 0.32, 0.25, 0.33],
  "energy_ev": -76369.6954,
  "e_homo_ev": [-7.763, -7.827],
  "relative_energy_kj_mol": 653.7
}


Record 2
{
  "formula": "C6H7Br2NO",
  "method": "ωB97M-V/def2-TZVPD",
  "elements": ["Br", "Br", "O", "N", "C", "C", "C", "C", "C", "C", "H", "H", "H", "H", "H", "H", "H"],
  "xyz": [[-0.72, -2.68, 0.98], [0.17, -0.76, 3.31], [0.74, 0.77, -2.56], [-2.19, -0.88, -1.76], [1.30, 0.91, 0.75], [-1.32, 0.28, 1.06], [0.25, -0.30, -1.96], [0.10, 0.12, 0.50], [-1.08, -0.62, -1.84], [-0.44, -0.86, 1.39], [1.50, 0.68, -3.10], [1.42, 0.89, 1.78], [-1.56, 0.90, 1.93], [0.88, 1.89, 0.42], [-2.19, 0.15, 0.44], [2.26, 0.65, 0.28], [0.90, -1.14, -1.63]],
  "mulliken_charge": [-0.11, -0.19, -0.45, -0.44, -1.34, -0.86, 0.10, 0.48, 0.19, 0.35, 0.39, 0.45, 0.27, 0.26, 0.25, 0.28, 0.38],
  "energy_ev": -149952.6936,
  "e_homo_ev": -8.568,
  "relative_energy_kj_mol": 326.6
}


Record 3
{
  "formula": "C6H7Br2OP",
  "method": "ωB97M-V/def2-TZVPD",
  "elements": ["Br", "Br", "P", "O", "C", "C", "C", "C", "C", "C", "H", "H", "H", "H", "H", "H", "H"],
  "xyz": [[-2.26, -1.19, 0.71], [2.41, -0.28, 0.67], [-0.32, 2.03, 2.09], [0.77, -2.68, 0.06], [0.57, -1.30, -0.10], [0.09, 0.42, -1.68], [0.28, -0.87, -1.46], [-0.11, 1.41, -0.63], [-0.32, -0.74, 0.87], [-0.26, 1.08, 0.63], [-0.05, -1.08, 1.92], [-0.72, 3.00, 1.39], [-1.71, 1.46, 2.33], [1.01, -3.14, -0.84], [0.00, 2.46, -0.97], [0.04, 0.80, -2.72], [0.58, -1.40, -2.28]],
  "mulliken_charge": [-0.11, -0.24, -0.10, -0.55, 0.71, -0.07, -0.77, -0.05, -0.73, 0.07, 0.46, -0.01, 0.06, 0.38, 0.32, 0.33, 0.29],
  "energy_ev": -157753.3243,
  "smiles": "O[C@@]1(Br)C=CC=C(P)[C@H]1Br",
  "e_homo_ev": -8.977,
  "relative_energy_kj_mol": 142.5
}


Record 4
{
  "formula": "C6H7BrN2",
  "method": "ωB97M-V/def2-TZVPD",
  "elements": ["Br", "N", "N", "C", "C", "C", "C", "C", "C", "H", "H", "H", "H", "H", "H", "H"],
  "xyz": [[1.36, 1.27, -3.29], [-0.02, 1.05, -1.14], [0.19, -2.62, -1.12], [-0.45, -2.83, 0.03], [0.56, 2.10, -0.36], [-0.08, -0.23, -0.71], [-0.37, -0.54, 0.61], [0.30, -1.37, -1.49], [-0.67, -1.83, 1.01], [-0.45, -3.91, 0.37], [0.03, 1.96, 0.64], [0.37, 3.10, -0.68], [0.85, -1.17, -2.48], [1.61, 1.95, -0.28], [-0.76, 0.18, 1.27], [-0.92, -2.02, 2.03]],
  "mulliken_charge": [-0.19, -0.45, -0.54, -0.24, -0.70, 1.20, -0.36, -0.22, -0.54, 0.30, 0.30, 0.29, 0.12, 0.31, 0.30, 0.40],
  "energy_ev": -79354.9658,
  "e_homo_ev": [-9.049, -9.002],
  "relative_energy_kj_mol": 165.8
}


Record 5
{
  "formula": "C6H7BrN3O",
  "method": "ωB97M-V/def2-TZVPD",
  "elements": ["Br", "O", "N", "N", "N", "C", "C", "C", "C", "C", "C", "H", "H", "H", "H", "H", "H", "H"],
  "xyz": [[-2.66, 0.18, 0.40], [0.27, -3.21, 0.87], [1.40, -0.69, 0.36], [-1.21, -2.57, -0.76], [-0.99, 2.73, 0.07], [1.24, 1.66, 0.16], [-0.29, -2.32, 0.21], [2.00, 0.51, 0.22], [-0.83, 0.46, 0.29], [0.11, -0.91, 0.36], [-0.18, 1.64, 0.13], [-1.97, 2.71, -0.18], [2.99, 0.29, 0.14], [-1.55, -3.47, -0.87], [1.77, 2.58, -0.09], [-1.56, -1.82, -1.45], [2.05, -1.51, 0.10], [-0.59, 3.74, 0.03]],
  "mulliken_charge": [-0.06, -0.56, -0.13, -0.34, -0.47, -0.63, 0.17, -0.46, -0.24, 0.42, 1.20, 0.18, 0.50, 0.23, 0.32, 0.25, 0.35, 0.26],
  "energy_ev": -82888.2721,
  "smiles": "NC(=O)c1[nH]ccc(=[NH2+])c1Br",
  "charge": 1,
  "e_homo_ev": [-13.228, -13.228],
  "relative_energy_kj_mol": 110.0
}


Record 6
{
  "formula": "C6H7BrS",
  "method": "ωB97M-V/def2-TZVPD",
  "elements": ["Br", "S", "C", "C", "C", "C", "C", "C", "H", "H", "H", "H", "H", "H", "H"],
  "xyz": [[1.88, -1.11, -0.03], [-2.34, 0.20, 0.03], [1.80, 2.15, 0.68], [-0.96, -0.71, 0.35], [0.43, 0.07, 0.34], [-1.98, -2.88, 0.20], [0.54, 1.32, 0.68], [-0.99, -2.11, 0.64], [1.87, 2.68, 1.65], [-1.83, -3.88, 0.39], [1.77, 2.77, -0.27], [-2.89, -2.35, -0.27], [-0.36, 1.75, 1.09], [-0.09, -2.42, 1.30], [2.67, 1.34, 0.41]],
  "mulliken_charge": [-0.17, -0.27, -0.97, 0.21, 0.12, -0.79, -0.12, 0.09, 0.31, 0.32, 0.26, 0.19, 0.32, 0.28, 0.23],
  "energy_ev": -87210.4785,
  "smiles": "C=CC(=S)/C(Br)=C/C",
  "e_homo_ev": -8.644,
  "relative_energy_kj_mol": 121.3
}